[1]
{"formula": "C3H10BrNSi", "method": "ωB97M-V/def2-TZVPD", "homo_energy_ev": -8.6, "smiles": "CCN(C)[SiH2]Br", "charge": 0, "orbital_gap_ev": 9.15, "relative_energy_kcal_mol": 15.4, "symbols": ["C", "C", "C", "N", "Si", "Br", "H", "H", "H", "H", "H", "H", "H", "H", "H", "H"], "xyz": [[-0.5080, 1.4951, -1.1248], [1.5406, -0.1922, 0.4654], [-0.4509, 1.1568, 0.3971], [0.1206, -0.0952, 0.8838], [-0.8313, -1.9155, 0.5053], [0.4666, -2.8836, -1.0616], [-0.9570, 0.6534, -1.5818], [-1.0298, 2.4591, -1.3052], [0.4585, 1.6392, -1.6697], [2.0754, 0.6441, 0.8995], [2.0768, -1.0249, 1.0157], [1.5175, -0.2381, -0.6357], [0.0209, 1.9967, 0.9432], [-1.4984, 0.9821, 0.7078], [-0.8219, -2.4513, 1.8881], [-2.1795, -2.2257, -0.3271]], "forces_ev_per_angstrom": [[1.466, 0.832, 0.448], [-0.604, -1.087, 0.968], [-1.114, -0.169, -0.080], [-0.394, -2.637, -0.872], [0.686, 2.445, -0.830], [0.026, -0.185, 0.451], [-0.935, -0.625, -0.889], [-0.145, -0.837, 0.230], [-0.364, -0.227, 0.845], [-0.056, 0.774, -0.451], [-0.813, 0.310, -1.206], [1.153, -0.086, 0.463], [-0.331, -0.393, -0.016], [0.176, 1.138, -0.051], [0.011, -0.238, -0.429], [1.240, 0.985, 1.419]], "nbo_charge": [-0.6426, -0.4522, -0.2210, -0.7235, 1.0536, -0.3356, 0.2018, 0.2198, 0.2054, 0.2019, 0.2051, 0.1933, 0.1877, 0.1864, -0.1539, -0.1261]}

***

[2]
{"formula": "C3H10ClN2", "method": "ωB97M-V/def2-TZVPD", "homo_energy_ev": -14.5, "charge": 1, "orbital_gap_ev": 9.99, "relative_energy_kcal_mol": 29.5, "symbols": ["C", "C", "C", "N", "N", "Cl", "H", "H", "H", "H", "H", "H", "H", "H", "H", "H"], "xyz": [[0.8411, 0.0323, 0.7742], [-0.7436, 1.5673, -1.9663], [-0.0983, -0.5984, -0.0442], [-0.7795, -1.6028, 0.4805], [0.9857, -0.6240, 2.0381], [-1.7805, 1.2118, -0.5469], [0.6022, 1.1395, 1.0352], [1.7839, 0.2906, 0.2176], [0.2606, 1.5661, -1.7287], [-0.9574, 0.6968, -2.5537], [-0.1614, -0.3745, -1.0585], [-1.4401, -2.2057, -0.0719], [-0.6248, -1.7120, 1.4635], [-0.8899, 2.4391, -2.5568], [1.5762, -0.1913, 2.6196], [1.4258, -1.6348, 1.8982]], "forces_ev_per_angstrom": [[2.924, 4.125, 2.065], [-1.498, -1.169, -0.487], [-2.541, -3.093, 0.638], [0.148, 0.603, -2.568], [-1.177, -5.516, -2.664], [-0.575, 1.643, -0.116], [-0.407, -1.667, -0.659], [-0.454, -0.920, 0.030], [2.108, -0.028, 1.027], [0.119, -0.174, -0.881], [0.108, -0.344, -1.359], [0.978, 1.041, 0.935], [-0.230, -0.391, 0.810], [-1.004, 0.885, 0.088], [2.538, 2.271, 2.759], [-1.037, 2.734, 0.381]], "nbo_charge": [-0.3729, -0.5684, 0.2996, -0.6518, -0.8176, 0.0001, 0.3011, 0.2487, 0.2022, 0.2153, 0.2313, 0.4495, 0.4459, 0.2603, 0.3882, 0.3684]}

***

[3]
{"formula": "C3H10ClN2OS", "method": "ωB97M-V/def2-TZVPD", "homo_energy_ev": -12.0, "charge": 1, "orbital_gap_ev": 9.20, "relative_energy_kcal_mol": 0.0, "symbols": ["C", "C", "C", "N", "N", "O", "S", "Cl", "H", "H", "H", "H", "H", "H", "H", "H", "H", "H"], "xyz": [[-1.4316, 3.8822, -1.1469], [0.9664, -2.3001, 0.9587], [-0.8943, 1.6281, -0.7153], [1.6862, -3.6284, 0.9095], [-0.8777, 0.5750, 0.0083], [-1.4615, 2.7190, -0.3190], [0.5079, -1.8679, -0.6829], [2.1905, -1.1888, 1.8084], [-0.4637, 4.3779, -1.0528], [-2.2142, 4.5384, -0.7706], [-1.6226, 3.6308, -2.1896], [0.1210, -2.3761, 1.6425], [-0.4135, 1.5872, -1.6938], [1.8094, -4.0414, 1.8449], [1.1582, -4.2687, 0.2961], [-0.3416, -0.4103, -0.3002], [-1.3305, 0.6120, 0.9151], [2.6116, -3.4689, 0.4875]], "forces_ev_per_angstrom": [[0.129, 0.689, -0.398], [0.230, 0.807, -0.030], [0.231, -0.254, -0.196], [0.034, -0.354, 0.141], [-0.004, -0.178, 0.089], [-0.194, -0.369, 0.491], [0.492, -0.727, -0.104], [-0.592, -0.525, -0.310], [-0.087, -0.083, 0.033], [0.087, -0.124, -0.074], [-0.045, -0.066, 0.050], [0.277, -0.184, 0.069], [-0.039, 0.122, 0.041], [0.036, 0.115, -0.287], [0.151, 0.218, 0.220], [-0.437, 0.845, 0.215], [-0.029, 0.121, -0.014], [-0.240, -0.054, 0.065]], "nbo_charge": [-0.2638, -0.2029, 0.5340, -0.7086, -0.7007, -0.4431, -0.3177, -0.0770, 0.2077, 0.2294, 0.2001, 0.2211, 0.1915, 0.4418, 0.4575, 0.3627, 0.4120, 0.4561]}

***

[4]
{"formula": "C3H10FN2", "method": "ωB97M-V/def2-TZVPD", "homo_energy_ev": -14.6, "smiles": "C[NH2+]CN(C)F", "charge": 1, "orbital_gap_ev": 10.95, "relative_energy_kcal_mol": 75.6, "symbols": ["C", "C", "C", "N", "N", "F", "H", "H", "H", "H", "H", "H", "H", "H", "H", "H"], "xyz": [[0.2912, -2.3278, -0.7706], [0.2518, 2.2901, 0.5597], [0.1472, -0.0516, -0.2193], [-0.6113, -1.3306, -0.3782], [-0.6034, 1.0608, 0.3669], [-1.0434, -1.7081, 0.9919], [0.1806, -2.2707, -1.8996], [1.3162, -2.2140, -0.2585], [0.0628, -3.3375, -0.5259], [0.4686, 2.6948, -0.3931], [-0.3521, 2.9929, 1.0970], [0.9964, 1.8787, 1.1793], [0.2140, 0.3388, -1.2195], [1.0827, -0.2255, 0.2368], [-1.3766, 1.3374, -0.1114], [-1.0247, 0.8723, 1.3445]], "forces_ev_per_angstrom": [[2.374, -0.279, -1.429], [-1.466, -0.985, 0.346], [-2.136, -1.093, -1.483], [-1.580, 1.591, 2.319], [0.761, -0.488, 5.079], [0.650, 0.872, -0.840], [1.190, -0.146, 1.120], [-0.990, 0.090, -1.358], [-1.188, -0.568, 0.367], [0.901, 0.228, -0.815], [-0.199, 0.434, 0.385], [1.665, 0.495, 0.398], [0.931, -0.469, -0.781], [1.051, 0.273, 0.876], [-2.950, 0.420, -2.517], [0.985, -0.377, -1.666]], "nbo_charge": [-0.4805, -0.3932, -0.0881, -0.0131, -0.4795, -0.2988, 0.2555, 0.1890, 0.2704, 0.2376, 0.2406, 0.2299, 0.2308, 0.2178, 0.4285, 0.4531]}

***

[5]
{"formula": "C3H10N", "method": "ωB97M-V/def2-TZVPD", "homo_energy_ev": -14.6, "charge": 1, "orbital_gap_ev": 8.71, "relative_energy_kcal_mol": 55.1, "symbols": ["C", "H", "H", "H", "H", "C", "C", "N", "H", "H", "H", "H", "H", "H"], "xyz": [[-3.6180, -1.4862, 1.4171], [-4.0917, -2.5057, 1.2215], [-3.6852, -0.9514, 0.3797], [-2.5912, -1.3264, 1.8131], [-4.4161, -0.8536, 1.8658], [2.4470, 0.3840, -1.7321], [1.4207, 0.9159, 0.4915], [2.3461, 1.0638, -0.4228], [1.7914, -0.4740, -1.8414], [3.4947, -0.0334, -1.9301], [2.1225, 1.2153, -2.4996], [0.5103, 0.3116, 0.4484], [1.4313, 1.7854, 1.1226], [2.8382, 1.9547, -0.3337]], "forces_ev_per_angstrom": [[-1.809, 1.271, -2.714], [1.369, 1.149, 0.692], [0.649, -1.146, 1.350], [-1.039, -0.671, 0.002], [0.842, -0.597, 0.671], [0.863, 0.860, -1.633], [0.920, 1.868, -2.170], [-2.234, -0.789, 0.722], [-0.375, 0.179, 0.468], [-1.337, 1.132, 0.374], [0.932, -1.790, 1.264], [0.866, -0.660, -0.079], [-0.167, -0.269, 1.081], [0.520, -0.535, -0.028]], "nbo_charge": [-0.8838, 0.2404, 0.2041, 0.2096, 0.2300, -0.4595, 0.1350, -0.3776, 0.2506, 0.2699, 0.2621, 0.2533, 0.2227, 0.4431]}

***

[6]
{"formula": "C3H10N", "method": "ωB97M-V/def2-TZVPD", "homo_energy_ev": -17.2, "charge": 1, "orbital_gap_ev": 11.18, "relative_energy_kcal_mol": 86.5, "symbols": ["C", "C", "C", "N", "H", "H", "H", "H", "H", "H", "H", "H", "H", "H"], "xyz": [[-0.1286, -0.7764, -1.1645], [-0.5401, -0.5685, 1.1496], [0.9779, 1.1673, 0.0482], [-0.2546, 0.1497, -0.0219], [0.7280, -1.3536, -1.0618], [-0.9097, -1.4653, -1.3429], [0.0385, -0.1021, -1.9721], [-0.4195, 0.1486, 1.9539], [-1.5328, -0.8407, 1.2563], [0.1392, -1.3444, 1.3144], [0.6012, 2.0318, 0.4962], [1.7572, 0.6992, 0.7066], [1.4134, 1.4216, -0.9065], [-1.4539, 1.1052, -0.5236]], "forces_ev_per_angstrom": [[0.212, 1.915, -0.653], [0.152, 2.595, 2.815], [-0.214, -2.667, 0.840], [-1.727, 3.737, -4.266], [1.876, -0.979, 0.548], [-1.362, -0.195, 0.208], [-0.096, -0.105, -1.179], [0.198, -0.058, 0.560], [-1.913, -1.040, -0.433], [1.058, -1.397, -0.069], [-0.523, 1.265, 0.845], [-0.805, 0.295, -0.639], [-0.346, -0.414, -0.473], [3.490, -2.951, 1.896]], "nbo_charge": [-0.4203, -0.4451, -0.3887, -0.3262, 0.2236, 0.2439, 0.2183, 0.2264, 0.2472, 0.2395, 0.2281, 0.2378, 0.2442, 0.4712]}

***

[7]
{"formula": "C3H10N", "method": "ωB97M-V/def2-TZVPD", "homo_energy_ev": -16.4, "smiles": "CCC[NH3+]", "charge": 1, "orbital_gap_ev": 12.62, "relative_energy_kcal_mol": 7.5, "symbols": ["C", "C", "C", "N", "H", "H", "H", "H", "H", "H", "H", "H", "H", "H"], "xyz": [[0.4054, -0.5442, -0.2561], [-0.4948, 0.5951, 0.2094], [-1.6090, 0.8061, -0.8329], [1.5242, -0.7528, 0.7918], [0.8426, -0.4288, -1.2396], [-0.2268, -1.4342, -0.2303], [-1.0316, 0.3684, 1.1297], [0.1259, 1.4895, 0.3023], [-1.9838, 1.8228, -0.7702], [-2.4187, 0.0949, -0.7004], [-1.2304, 0.7097, -1.8531], [1.8000, -1.7249, 0.8954], [1.1402, -0.3786, 1.6595], [2.3322, -0.1970, 0.5378]], "forces_ev_per_angstrom": [[-0.935, -0.568, 1.133], [0.025, 0.233, -1.157], [0.521, 0.308, -0.330], [-0.883, 0.396, -0.741], [0.156, 0.174, 0.007], [0.456, -0.241, -0.177], [0.558, -0.086, 0.385], [-0.263, 0.163, 0.209], [-0.261, -0.022, 0.181], [-0.073, 0.004, 0.029], [0.022, -0.091, 0.028], [0.063, -0.122, 0.101], [0.272, -0.255, 0.283], [0.342, 0.107, 0.049]], "nbo_charge": [-0.2126, -0.4390, -0.6071, -0.6755, 0.2377, 0.2296, 0.2275, 0.2152, 0.2444, 0.2265, 0.2154, 0.4492, 0.4458, 0.4430]}

***

[8]
{"formula": "C3H10N", "method": "ωB97M-V/def2-TZVPD", "homo_energy_ev": [-20.7, -20.7], "charge": 2, "orbital_gap_ev": [11.72, 4.04], "relative_energy_kcal_mol": 87.1, "spin_multiplicity": 2, "symbols": ["C", "H", "H", "H", "H", "C", "C", "N", "H", "H", "H", "H", "H", "H"], "xyz": [[-0.1981, 1.9955, 2.6519], [-0.8259, 1.1321, 2.2040], [0.8496, 1.8195, 2.2090], [-0.5320, 3.0267, 2.3540], [-0.3089, 1.8022, 3.7125], [-0.8478, -1.2673, -0.9295], [1.2096, -1.1673, -2.1469], [0.2091, -0.5089, -1.6525], [-1.7757, -1.2704, -1.4739], [-0.5119, -2.3080, -1.0532], [-0.8803, -1.0367, 0.1306], [1.5495, -1.9949, -1.5233], [1.8565, -0.7270, -2.9061], [0.2064, 0.5045, -1.5767]], "forces_ev_per_angstrom": [[0.399, 1.650, -0.849], [1.032, -1.344, 0.547], [-0.887, -0.112, -1.364], [1.103, 0.087, 0.951], [-1.689, -0.040, 1.109], [1.593, -1.308, -0.039], [0.429, 1.652, 1.195], [0.061, -0.937, 0.517], [-0.457, 0.755, -0.049], [-0.237, 0.156, 0.468], [-0.330, 0.271, -0.107], [-0.599, -1.062, -1.225], [0.022, 0.130, 0.314], [-0.440, 0.102, -1.468]], "lowdin_spin": [0.5776, 0.1672, 0.1184, 0.0537, 0.0817, 0.0005, 0.0001, 0.0002, 0.0000, 0.0001, 0.0004, 0.0000, 0.0000, 0.0000]}